86
Properties=species:S:1:pos:R:3:forces:R:3 method="wB97M-V/def2-TZVPD" total_charge=-1 de_lowest_ev=0.0000 e_homo_ev=-4.6786
C 0.03333 -4.84138 2.66179 -0.01 0.01 -0.01
H 5.75467 -1.08513 1.34599 0.01 0.00 0.00
H -3.82716 -1.90286 -3.62820 0.00 0.00 0.00
H 6.86925 7.02650 0.63767 0.00 0.00 0.00
C -3.13409 -0.66993 -2.03499 -0.02 -0.01 0.01
C 7.38742 4.22577 2.46271 0.00 0.00 0.00
H 5.40563 -1.56082 -0.76058 0.01 0.00 0.00
C -3.15513 -5.46083 -1.73195 0.00 0.00 0.00
C -3.42269 -1.85663 -2.62270 0.00 0.01 0.01
C 4.31237 -3.35365 1.38007 0.00 0.00 0.00
C 6.27750 3.49521 2.07050 0.00 0.00 0.01
C 6.70720 6.03446 1.03947 0.00 0.00 0.00
C 3.79920 3.07871 -0.47582 0.02 -0.02 -0.01
C 0.05439 0.37799 -2.98726 0.01 0.01 0.00
C 0.73216 -5.00899 1.47429 0.00 0.00 0.01
C 2.81390 -0.98749 -2.82511 0.00 0.00 0.00
F -0.44119 -1.23342 2.49536 0.00 -0.03 0.01
H -4.16503 1.40593 -0.84921 0.00 0.00 0.00
C -1.06503 0.98006 0.55497 -0.01 -0.01 0.03
S 1.69099 0.85239 2.37242 0.01 0.00 0.02
C 0.06817 -2.08067 -3.54151 0.00 -0.01 -0.01
H 2.60470 -0.74048 -3.85972 0.00 0.00 0.00
H 4.91564 -1.11401 2.89802 0.01 -0.01 0.00
H -2.41006 -6.23880 0.14438 0.00 0.00 0.00
C -3.16583 -3.05577 -1.91769 0.00 -0.01 -0.01
C 3.35462 -1.60314 -0.15986 0.02 -0.01 0.01
H -1.95032 -4.02223 1.10563 0.00 0.00 0.01
C -3.07014 2.97369 0.09599 0.01 0.01 0.00
Be 0.25308 -0.11775 1.04439 0.00 0.02 -0.12
C 5.38731 4.04224 1.15623 -0.01 0.00 0.00
C 1.75574 -1.15483 -1.93821 0.00 0.01 0.00
N 3.62513 2.59598 1.81639 -0.01 0.01 -0.01
C 3.74835 -1.93250 1.27197 0.00 0.00 0.01
H 0.21108 -3.09013 -3.14981 0.00 0.00 0.00
N 4.24522 3.27759 0.78376 0.00 0.01 0.00
N 0.93572 -1.47228 0.33638 0.02 0.01 0.06
C -0.93665 2.31750 0.96968 0.01 0.00 0.00
H 6.08089 2.51068 2.47110 0.00 0.00 0.00
C -2.57327 -0.63931 -0.71839 0.03 0.02 -0.04
H -1.72064 4.31079 1.09725 0.00 0.00 0.00
H 2.85965 -1.85867 1.89741 0.00 0.02 -0.01
H 0.73647 -1.95233 -4.39693 0.00 0.00 0.00
H -3.82829 -4.40560 -3.46237 0.00 0.00 0.00
S 4.38119 3.68865 -1.91091 -0.01 0.00 0.00
C -3.42129 -4.33576 -2.45967 0.00 0.00 0.00
C 2.65305 1.86648 1.36762 0.04 -0.06 0.04
C 0.67813 -2.62776 1.00199 -0.02 -0.01 0.00
H 0.74432 0.64717 -3.79117 0.00 0.00 0.00
H 4.47433 0.08631 1.68832 0.00 0.00 0.00
C -2.62506 -5.34552 -0.42911 0.00 0.00 0.00
C -2.62145 -2.93706 -0.62085 -0.01 0.01 0.02
C -0.37641 -3.55484 3.02649 0.01 -0.01 0.00
H 1.59863 -4.08949 -0.26863 0.00 0.00 0.00
C 4.12378 -1.12695 -2.40978 0.00 0.01 0.00
H -3.84307 3.71537 -0.06666 0.00 0.00 0.00
S 2.46834 1.97265 -0.36851 -0.04 0.02 -0.02
C 4.37887 -1.44779 -1.08806 -0.01 -0.01 0.00
H -3.34775 -6.44039 -2.15137 0.00 0.00 0.00
C -2.36554 -4.11886 0.11362 0.00 -0.01 -0.01
C 7.60855 5.49481 1.94558 0.00 0.00 0.00
H 0.15047 1.12187 -2.19515 0.00 0.00 0.00
C -3.24211 1.67467 -0.34671 0.00 0.00 0.00
H -0.04437 2.60765 1.51077 0.00 0.00 0.00
H -0.96212 0.43831 -3.38300 0.01 0.00 0.00
C 0.34033 -1.02985 -2.46270 0.00 0.00 0.00
H -0.32695 -1.22697 -1.62584 0.00 0.00 0.00
C 4.78271 -0.94769 1.82666 -0.02 0.01 0.00
H -0.95930 -1.99868 -3.90185 0.00 0.00 0.00
C -0.05778 -2.52645 2.18985 -0.01 0.02 0.00
C 5.59055 5.31423 0.64273 0.01 0.00 -0.01
H 4.88625 5.72379 -0.06503 0.00 0.00 0.00
H -0.93360 -3.35831 3.93289 0.00 0.00 0.00
H 8.08263 3.79915 3.17443 0.00 0.00 0.00
H -0.19988 -5.68623 3.29509 0.00 0.00 0.00
H 5.21916 -3.45009 0.77659 0.00 0.00 0.00
H -3.28923 0.26272 -2.55884 0.00 -0.01 0.00
C -1.89357 3.29867 0.74941 -0.01 0.00 -0.01
C 1.05038 -3.93477 0.65248 0.00 0.00 -0.01
H 4.57487 -3.57764 2.41711 0.00 0.00 0.00
H 4.94037 -0.98106 -3.10590 0.00 0.00 0.00
H 1.04153 -6.00360 1.17457 0.00 0.00 0.00
C 2.01774 -1.44006 -0.58790 -0.02 0.02 -0.01
N -2.33099 -1.73318 -0.04146 0.00 0.00 0.01
H 3.59777 -4.10255 1.04404 0.00 0.00 0.00
C -2.26372 0.69726 -0.13545 -0.02 -0.01 0.02
H 8.47825 6.06260 2.25110 0.00 0.00 0.00



20
Properties=species:S:1:pos:R:3:forces:R:3 method="wB97M-V/def2-TZVPD" total_charge=0 smiles=CC(C)O.CC de_lowest_ev=0.8957 e_homo_ev=-10.2118
C 1.77255 1.11311 -0.18358 -0.32 0.64 0.79
H -1.91894 -2.05811 0.95980 0.11 0.17 0.43
H -0.81631 1.79977 -2.30459 0.01 -0.03 0.11
H -0.07396 3.15442 -1.51515 0.21 0.07 0.24
H 0.04173 2.44671 1.04949 -0.10 -0.15 -0.24
H -1.12288 -4.11383 1.92429 0.05 -0.42 -0.14
H -0.44151 -1.72919 1.75849 0.70 -0.09 -0.45
C 0.29522 1.25513 -0.51250 -0.21 0.37 0.29
H -0.72160 -1.86438 -0.10886 1.19 0.14 0.27
C 0.08059 2.10702 -1.76032 -0.16 -0.39 -0.67
C -0.83385 -2.26952 0.89918 -3.06 -0.34 -0.58
H 1.97622 0.56225 0.73989 -0.27 -0.32 -0.26
H -1.39512 -4.24850 0.14830 -0.25 -0.02 -0.01
H 0.91309 2.03180 -2.46331 0.02 -0.01 0.03
H -0.11271 0.25014 -0.62062 -0.07 0.04 -0.29
C -0.79378 -3.80759 0.93289 1.17 1.14 0.28
O -0.49647 1.82716 0.53660 0.30 -0.10 0.51
H 0.24141 -4.08819 0.75790 0.08 -0.58 0.20
H 2.20559 2.10187 0.01065 0.09 0.02 -0.42
H 2.23577 0.64254 -1.03590 0.50 -0.12 -0.10



81
Properties=species:S:1:pos:R:3:forces:R:3 method="wB97M-V/def2-TZVPD" total_charge=+2 de_lowest_ev=0.0000 multiplicity=6 e_homo_ev="-12.3511 / -13.3707" s_squared=8.87
C 2.04876 -1.45977 -3.36407 1.26 0.22 -1.86
C -2.03562 -2.64677 2.94587 0.16 -0.24 0.04
H 1.80019 3.38199 2.32051 0.19 -0.21 -0.17
H -2.30475 2.86195 -3.64756 0.11 -0.28 -0.01
H -0.12126 -3.30080 -7.08334 0.02 0.36 0.47
H 1.59646 0.57687 5.46206 0.06 0.30 -0.14
H 3.36562 -0.72763 1.78196 0.03 0.05 0.28
H 3.13895 -1.16959 3.50335 0.09 0.21 -0.22
C 1.80284 1.44776 4.82475 0.12 -0.01 -0.19
C -1.92501 1.15555 5.05079 0.03 -0.10 -0.22
H 1.34078 -3.06283 -1.17274 0.19 0.02 0.26
P -2.31144 0.52637 -2.89833 -0.76 0.45 -1.23
Fe -0.44595 -0.58343 -1.97388 -1.55 -0.38 1.12
C 2.09391 -2.35027 -0.80736 -0.14 0.01 -0.09
H -3.65362 -0.25959 2.60449 0.07 0.38 -0.10
H -2.33421 3.78375 3.28986 0.25 -0.01 -0.20
C -1.51060 3.22458 2.81841 -0.17 -0.32 0.03
H 2.29859 2.38572 0.92000 0.06 0.12 0.29
H 4.18350 -0.21660 -1.39485 -0.42 0.01 0.03
H 1.97998 -2.21460 0.27376 0.16 -0.02 -0.30
H -2.75563 -2.06611 3.53787 0.18 -0.17 -0.17
H -3.45439 0.94567 1.29799 -0.05 -0.02 0.27
H -0.43311 0.85770 -1.90341 0.01 1.35 -1.26
H 3.08796 -2.73577 -1.08032 -0.27 0.10 0.28
H -0.98753 1.42058 5.56261 -0.35 -0.10 -0.16
C -2.42262 1.87909 -4.12346 0.19 0.29 -0.18
H -3.23398 -1.64834 -3.28713 0.12 -0.24 -0.03
C 3.21323 0.28337 -1.23448 0.44 0.28 -0.29
H -4.02836 -0.13671 -1.33820 0.00 0.24 -0.04
H 4.25383 0.14987 3.05904 -0.13 -0.27 -0.08
O 3.41363 2.53576 -5.51510 0.32 -0.23 0.35
C -1.40685 -1.57278 -4.45722 0.05 -0.11 0.26
H -1.49347 3.44926 1.74176 -0.02 0.03 0.32
H 1.14162 -1.58448 5.21950 -0.24 -0.13 0.00
H -2.32622 -2.62548 1.88560 -0.01 -0.01 0.29
C 3.29728 -0.33374 2.80655 -0.01 0.20 0.06
O 0.38926 4.13012 -3.05812 0.95 -1.47 0.50
H -0.56713 3.56610 3.26921 -0.26 -0.10 -0.13
H 3.15457 0.55036 -0.16725 -0.22 -0.27 -0.31
H -2.72127 1.82626 5.41763 0.25 -0.22 -0.08
N -0.29632 -1.29694 -3.75601 0.41 -1.36 -1.52
H -2.06645 -3.68997 3.29290 -0.20 0.18 -0.10
H -3.67510 1.60607 -1.20061 -0.01 -0.21 -0.25
Si 1.96465 0.98947 3.00345 0.15 0.24 0.11
H 0.68164 -3.44475 1.34670 0.08 -0.04 0.31
H 0.94257 3.89154 -2.27365 -0.68 0.61 -0.78
C -1.38993 -2.39074 -5.58037 0.14 0.58 -0.51
H -4.67196 1.00206 -2.56394 0.38 -0.09 0.21
C 0.12146 -1.94277 5.02983 0.02 0.10 -0.15
C -2.68048 -0.96620 -3.93829 -0.40 0.27 0.46
H 0.84831 -4.20089 2.94548 0.12 0.10 -0.19
C 2.41081 2.52294 2.00496 0.16 -0.07 0.16
C -3.81295 0.77591 -1.90889 -0.14 -0.15 0.29
H -3.38738 -0.67934 -4.72229 0.22 -0.16 -0.12
H 2.00162 -2.51401 -5.92225 -0.60 -0.04 0.05
H -2.32141 -2.60705 -6.08166 -0.02 -0.18 0.01
H 4.40037 2.44005 -5.40991 -1.79 -0.30 -0.88
H -2.19732 0.12431 5.32039 0.03 0.34 -0.03
Si -0.27054 -2.06215 3.19318 -0.14 -0.07 -0.26
P 1.80950 -0.79332 -1.72713 1.63 -0.36 -0.19
H 1.02951 2.21057 4.99361 0.27 -0.19 -0.04
H -4.26668 1.40122 2.82648 0.16 -0.22 -0.22
H 3.46749 2.74362 2.22569 -0.28 0.12 -0.15
H -0.58879 -1.31667 5.58292 0.23 -0.15 -0.11
H 3.24303 1.23215 -1.79559 -0.22 -0.41 0.07
C 0.94014 -3.25195 2.39700 -0.12 -0.22 0.06
H -3.39637 1.87267 -4.63758 0.21 -0.18 0.29
H 0.04392 -2.97094 5.41335 0.04 0.22 0.00
C -3.45113 0.80116 2.38902 0.03 0.12 0.13
H 0.72537 3.48576 -3.71891 -0.24 0.79 0.27
H -1.64696 1.77424 -4.89077 -0.04 0.01 0.20
C -0.16445 -2.72398 -6.14929 0.32 -0.12 0.04
H 2.98555 1.97600 -6.20098 1.41 0.49 0.58
Te -0.32366 0.92744 -0.03637 -0.43 0.94 2.33
C 0.95429 -1.67770 -4.23028 -1.06 -0.37 -0.36
H 1.98571 -2.92106 2.46922 -0.30 -0.09 -0.04
H 2.77762 1.87174 5.11496 -0.28 -0.09 0.09
H 3.04881 -1.61805 -3.81341 -0.57 -0.07 0.45
C 1.00146 -2.31460 -5.51435 0.93 0.09 0.69
Si -1.83058 1.38800 3.16998 -0.31 0.56 0.36
Si -0.07329 0.10275 2.26666 0.16 -0.36 1.39



56
Properties=species:S:1:pos:R:3:forces:R:3 method="wB97M-V/def2-TZVPD" total_charge=-2 multiplicity=6 e_homo_ev="-2.2519 / -2.2537" s_squared=8.76
H 14.87493 11.39666 6.02052 1.64 -0.38 -0.08
O 15.01595 9.68374 7.67002 0.49 -0.63 0.51
As 8.06872 7.68446 8.28101 0.67 -0.59 0.93
C 13.92727 11.71239 6.30719 -1.22 1.18 -0.66
N 9.86241 10.56700 11.98498 0.68 -0.23 1.36
C 8.90988 11.46718 12.19879 -0.71 -0.10 -0.64
H 14.96610 7.69082 8.49316 0.06 0.08 0.21
S 9.07098 14.99949 7.48932 0.13 0.21 -0.77
C 13.28671 11.09823 7.35021 -2.33 0.53 -0.83
C 13.25182 12.67438 5.52281 0.13 -1.03 1.64
H 8.15023 5.27258 7.34661 -0.38 0.37 0.68
H 6.58756 8.14833 6.44749 0.69 0.64 -0.31
C 7.50361 8.69563 6.75240 -0.33 -0.13 0.71
H 9.24074 12.06548 15.53138 -0.39 -0.03 -0.42
Cl 16.11731 5.36195 9.59245 0.17 -0.10 -0.16
H 13.74403 13.17398 4.74407 0.71 0.44 -1.11
H 6.75745 5.57574 8.50088 -0.03 -0.57 0.45
C 6.98890 8.03734 9.85331 0.32 0.76 -0.21
H 10.24786 12.41692 7.08029 1.54 -0.12 -0.51
H 11.33763 13.59203 5.19986 -0.08 0.66 0.01
C 11.65576 9.20350 12.90535 0.03 0.50 -1.05
C 11.34564 12.27296 6.83854 -1.93 -0.29 0.51
H 10.77543 10.17794 15.16527 0.37 0.13 0.24
O 11.90198 8.42782 13.81439 0.13 -0.66 1.33
C 15.04167 6.53125 10.29196 -1.09 0.40 0.26
S 10.08982 7.58740 8.93694 -0.35 0.20 -0.44
C 9.32829 11.64631 14.52400 -0.16 0.33 -0.35
S 11.07755 13.45026 10.44563 -0.30 -0.62 -0.59
H 7.82561 12.81577 13.37238 -0.06 0.23 0.23
C 10.56378 10.16994 13.07635 -1.44 0.98 -0.06
Sm 11.06707 10.60751 9.75333 0.30 0.18 1.01
H 7.53583 8.73732 10.50808 -0.48 0.04 -0.58
N 11.95579 11.33328 7.54417 0.97 0.38 0.51
C 10.28120 10.65752 14.34165 -0.24 -0.28 -0.18
C 14.62555 7.62948 9.51751 0.15 -0.21 0.55
H 13.04100 7.11171 13.02774 0.80 0.04 -0.56
H 6.88116 7.13218 10.39903 0.19 -1.07 0.35
S 7.32164 14.26804 10.76820 -0.13 -0.04 0.07
H 8.34615 8.70853 6.05879 -0.41 0.05 -0.15
C 13.74111 8.60462 10.01255 0.82 -1.46 0.54
S 8.63995 11.28156 8.75414 -0.35 0.34 -0.23
Cl 14.71609 4.87198 12.41221 0.31 -1.03 0.65
C 8.59719 12.06779 13.40328 0.73 -0.53 0.71
C 13.25797 8.46340 11.35908 -0.35 -0.88 -0.48
C 13.60912 7.29955 12.10577 0.10 -0.36 -1.13
Sb 8.96530 13.67959 9.29658 0.23 -0.58 1.09
C 14.46728 6.30078 11.54216 -0.74 2.64 -0.34
C 7.36029 5.96568 7.70450 0.93 -0.46 -0.52
N 13.22431 9.60098 9.20137 0.04 0.68 -0.30
H 5.98522 8.33203 9.57980 -0.15 0.59 -0.01
N 12.23742 9.36597 11.72003 0.78 -0.61 -0.79
H 6.71678 6.11276 6.85481 -0.35 0.24 -0.32
C 11.95602 12.98164 5.82393 -0.33 -0.43 -0.30
C 13.92368 10.02246 8.13334 0.38 -0.11 -0.05
H 7.28739 9.67421 7.16508 -0.01 0.41 -0.45
H 8.32681 11.69076 11.31865 -0.13 0.30 0.04



26
Properties=species:S:1:pos:R:3:forces:R:3 method="wB97M-V/def2-TZVPD" total_charge=0 smiles="[H]/N=C(/C)NC.[H]/N=C(/C)NC" de_lowest_ev=2.0403 e_homo_ev=-8.4072
N -0.34060 -1.02528 0.48770 -0.57 1.17 -0.17
H 0.68617 -0.13980 -2.51340 -0.10 0.02 -0.05
C 1.75533 1.15716 1.38019 -0.70 -0.45 0.46
N 2.54426 -0.22948 -0.38553 -1.72 -1.17 1.04
H 0.33658 -1.38167 -0.17391 -0.74 -0.20 0.00
N -1.80192 0.89790 0.75648 0.71 -0.85 -1.30
H -2.75781 -0.00786 -1.61391 -0.05 -0.13 -0.09
C -0.37992 -1.71417 1.76296 -0.10 -0.05 -0.24
C 1.51580 0.39659 0.09361 1.58 3.69 -2.99
H 0.16067 1.96115 -0.49528 0.25 -0.58 0.15
C -1.40027 -0.10162 0.03652 -1.02 -1.43 3.41
H 1.32264 1.50157 -2.67522 0.10 -0.05 -0.27
H -3.30804 -0.99060 -0.27718 0.20 0.00 0.08
H 2.62222 0.77598 1.92217 -0.02 -0.08 -0.37
N 0.48957 1.04578 -0.79386 1.49 -0.75 0.83
C 0.52079 0.90322 -2.23689 0.51 0.09 0.35
H 0.61068 -1.71641 2.22498 0.02 0.01 0.01
H -2.06078 -1.64022 -1.36037 0.01 0.18 0.01
H -1.04593 1.21650 1.36026 -0.15 -0.26 0.31
C -2.42677 -0.73564 -0.87054 0.23 0.43 -0.86
H 2.33427 -0.69679 -1.26582 0.20 0.49 -0.41
H -0.69180 -2.75104 1.62047 -0.08 -0.12 0.26
H -1.07322 -1.22985 2.45226 0.02 0.05 -0.17
H 0.90834 1.06044 2.06314 -0.07 0.15 -0.04
H 1.91167 2.21537 1.16325 -0.05 -0.06 -0.05
H -0.43193 1.22876 -2.66208 0.05 -0.09 0.11



15
Properties=species:S:1:pos:R:3:forces:R:3 method="wB97M-V/def2-TZVPD" total_charge=0 de_lowest_ev=6.9310 e_homo_ev=-8.7992
Br -2.06586 -1.31232 1.64137 0.07 0.06 0.12
C 1.25420 1.34774 1.14869 2.92 0.80 0.64
H -0.69380 0.84538 0.47229 -0.41 -0.03 0.45
H -0.87416 -1.48201 -2.82627 -0.53 -0.33 0.26
H 2.38589 1.21981 0.86199 -2.09 0.02 0.37
C 0.50204 -0.07438 -0.84103 -1.06 -1.70 -1.78
H 1.18596 1.03869 2.20620 -0.04 0.23 -0.31
H 1.10304 2.50968 1.12715 -0.27 -2.27 -0.29
H -2.34131 -0.07517 -1.15417 -0.16 -0.67 0.32
H -1.32658 0.75405 -2.90246 0.27 0.89 -0.73
Si -1.14395 -0.31092 -1.96595 2.35 -0.05 0.97
H 1.47987 -0.50272 -1.11978 -0.38 0.53 -0.13
Br 0.35149 -3.11108 1.34138 0.50 -0.75 -0.33
C 0.32484 0.52012 0.32538 -0.50 2.77 -0.06
C -0.14167 -1.36687 1.68522 -0.70 0.50 0.50



| no. | E (eV) |
| --- | --- |
| 1 | -84692.3956 |
| 2 | -7458.8896 |
| 3 | -118890.4166 |
| 4 | -196650.6305 |
| 5 | -12439.3062 |
| 6 | -152234.9633 |